{
  "formula": "C46H39AgBrN2O2P2S2Si",
  "method": "ωB97M-V/def2-TZVPD",
  "e_above_lowest_kj_mol": 70.31,
  "lumo_energy_ha": 0.084,
  "charge": -1,
  "symbols": ["Ag", "C", "Si", "C", "C", "C", "C", "C", "C", "P", "C", "C", "C", "C", "C", "C", "C", "C", "C", "C", "C", "C", "C", "C", "C", "C", "C", "C", "P", "C", "C", "C", "C", "C", "C", "C", "C", "C", "C", "C", "C", "H", "H", "H", "H", "H", "H", "H", "H", "H", "H", "H", "H", "H", "H", "H", "H", "H", "H", "H", "H", "H", "H", "H", "H", "H", "H", "H", "H", "H", "H", "H", "Br", "C", "C", "C", "C", "C", "N", "C", "O", "O", "H", "H", "H", "S", "C", "N", "C", "C", "S", "H", "H", "H", "H", "H"],
  "positions_angstrom": [[0.34979, -0.16337, 0.93181], [2.41239, 3.09921, 1.73328], [1.26898, 2.08516, 0.59921], [-0.11916, 3.33239, 0.11052], [0.12944, 4.71515, 0.07302], [-0.84390, 5.63496, -0.28274], [-2.11614, 5.19600, -0.63492], [-2.39857, 3.84239, -0.59799], [-1.42825, 2.91215, -0.20579], [-1.86699, 1.12051, -0.11383], [-2.78167, 0.95003, -1.70085], [-4.13919, 0.66894, -1.80540], [-4.72281, 0.42324, -3.04701], [-3.95336, 0.46588, -4.19822], [-2.59748, 0.76717, -4.10456], [-2.01794, 1.00212, -2.86957], [-3.22382, 1.02452, 1.11706], [-3.50109, -0.27265, 1.55558], [-4.48309, -0.50918, 2.50758], [-5.18692, 0.55495, 3.05912], [-4.88777, 1.85137, 2.66258], [-3.90936, 2.08529, 1.70235], [2.40608, 2.06494, -0.97708], [2.38263, 3.08420, -1.94149], [3.30233, 3.14388, -2.98065], [4.30148, 2.18541, -3.07402], [4.33707, 1.14825, -2.15397], [3.39278, 1.06191, -1.12830], [3.28713, -0.44814, -0.05553], [2.45707, -1.60820, -1.22969], [2.26325, -2.92380, -0.80328], [1.71650, -3.87523, -1.64996], [1.32609, -3.52054, -2.93441], [1.45939, -2.20538, -3.35146], [2.01586, -1.25312, -2.50350], [5.04000, -1.05073, -0.18891], [5.95589, -0.40312, 0.64838], [7.29363, -0.76533, 0.67508], [7.74632, -1.80837, -0.12603], [6.84993, -2.46654, -0.95342], [5.51052, -2.08769, -0.98912], [2.94587, 3.87255, 1.17129], [3.16174, 2.43630, 2.17894], [1.85832, 3.57025, 2.55189], [1.12280, 5.07623, 0.32049], [-0.61070, 6.69369, -0.29938], [-2.88041, 5.90423, -0.93256], [-3.38538, 3.49714, -0.88813], [-4.75392, 0.65344, -0.91090], [-5.78249, 0.20270, -3.11064], [-4.40305, 0.26644, -5.16322], [-1.98704, 0.80059, -4.99890], [-0.95376, 1.21079, -2.80253], [-2.90449, -1.09597, 1.17180], [-4.67285, -1.52094, 2.84680], [-5.94425, 0.37651, 3.81302], [-5.40839, 2.68888, 3.11148], [-3.66849, 3.10442, 1.42698], [1.62225, 3.85551, -1.87615], [3.24327, 3.94158, -3.71301], [5.03837, 2.23343, -3.86734], [5.09973, 0.38412, -2.24990], [2.52370, -3.19949, 0.21246], [1.56562, -4.88633, -1.29263], [0.87886, -4.25677, -3.59064], [1.11586, -1.91056, -4.33622], [2.11587, -0.23049, -2.84540], [5.60545, 0.40075, 1.28905], [7.98197, -0.24289, 1.32863], [8.78750, -2.10607, -0.10042], [7.19131, -3.27902, -1.58405], [4.83143, -2.60488, -1.65560], [-0.88448, 2.15952, 3.82378], [-0.22998, 0.43390, 4.29767], [0.26370, 0.24633, 5.57893], [0.71714, -1.02555, 5.89508], [0.65395, -2.02685, 4.94316], [0.16742, -1.71905, 3.68106], [-0.26903, -0.49371, 3.37081], [0.13606, -2.79428, 2.58636], [0.09398, -3.95777, 2.99813], [0.16830, -2.38419, 1.39146], [0.28521, 1.06248, 6.28598], [1.11998, -1.22480, 6.88127], [0.96926, -3.04188, 5.13438], [-1.76987, -2.55648, -2.01782], [-2.94416, -3.26675, -1.12828], [-4.14606, -2.73914, -0.81779], [-5.10074, -3.57612, -0.11955], [-4.25006, -4.56845, 0.66699], [-2.79583, -4.85325, -0.38114], [-4.38566, -1.84555, -1.22344], [-5.75208, -4.10121, -0.82620], [-5.72151, -2.96783, 0.53928], [-4.77043, -5.50659, 0.84509], [-3.91684, -4.14749, 1.61577]],
  "atomic_forces_ev_per_a": [[-0.02, 0.40, 0.04], [0.01, 0.01, 0.18], [0.04, -0.42, -0.38], [-0.21, 0.04, 0.04], [-0.03, -0.13, -0.01], [-0.04, -0.03, -0.02], [0.07, 0.03, 0.03], [0.06, -0.08, -0.03], [0.12, 0.03, 0.06], [-0.09, 0.07, -0.29], [0.04, 0.05, 0.08], [-0.12, 0.01, -0.01], [0.05, -0.01, 0.07], [0.06, 0.01, 0.01], [-0.03, 0.01, 0.03], [-0.01, -0.02, -0.03], [0.11, -0.05, 0.14], [0.02, -0.05, 0.06], [0.00, 0.04, -0.01], [0.05, 0.00, -0.05], [0.03, -0.02, -0.04], [-0.07, 0.01, -0.03], [0.17, 0.01, -0.04], [0.00, -0.10, 0.11], [0.00, -0.05, 0.02], [-0.03, 0.04, 0.02], [-0.05, -0.02, 0.07], [-0.24, 0.07, -0.02], [0.34, -0.16, -0.25], [-0.03, 0.06, 0.03], [0.00, 0.01, 0.08], [0.04, 0.04, -0.02], [0.06, 0.02, 0.04], [0.03, 0.04, 0.05], [0.06, -0.03, -0.06], [0.04, 0.19, 0.09], [0.01, -0.03, -0.01], [-0.05, -0.02, -0.03], [-0.04, 0.03, 0.01], [-0.04, 0.02, 0.00], [-0.01, -0.02, -0.06], [-0.01, 0.02, 0.06], [-0.03, 0.03, -0.05], [0.03, -0.04, -0.04], [-0.03, -0.01, 0.01], [0.00, 0.00, 0.00], [0.01, -0.01, -0.01], [0.01, -0.01, 0.00], [0.00, -0.02, -0.01], [0.00, 0.01, 0.01], [0.01, 0.00, 0.01], [0.00, 0.00, 0.01], [-0.02, -0.02, 0.00], [-0.04, 0.00, -0.01], [0.00, 0.00, -0.01], [0.01, 0.00, 0.00], [0.01, -0.01, -0.01], [-0.01, -0.03, 0.00], [0.02, -0.01, 0.00], [0.00, 0.01, 0.02], [-0.01, -0.01, 0.00], [-0.02, -0.01, 0.00], [0.00, -0.01, -0.03], [0.00, 0.02, 0.01], [-0.01, 0.01, 0.01], [0.01, 0.00, 0.01], [0.01, 0.00, 0.00], [0.00, -0.02, -0.01], [-0.01, 0.00, 0.00], [0.00, 0.01, 0.00], [-0.01, 0.00, 0.00], [-0.03, -0.01, 0.02], [-0.02, 0.00, -0.04], [0.07, -0.05, 0.10], [-0.04, 0.00, -0.03], [0.02, 0.05, 0.06], [-0.03, -0.03, 0.01], [-0.02, 0.04, -0.04], [-0.05, 0.02, 0.12], [-0.02, 0.00, -0.19], [0.01, -0.05, -0.04], [-0.09, 0.06, 0.19], [0.01, -0.01, 0.00], [-0.02, 0.00, -0.01], [0.01, 0.00, 0.00], [-0.12, -0.08, -0.08], [-0.03, 0.09, 0.11], [0.04, 0.07, -0.01], [0.08, 0.03, 0.03], [-0.02, 0.01, -0.03], [0.07, -0.03, -0.02], [0.01, -0.01, 0.00], [0.00, -0.02, -0.04], [0.00, 0.02, 0.02], [-0.01, 0.01, 0.02], [-0.01, 0.00, 0.00]]
}